# 1
Density functional theory data (ωB97M-V/def2-TZVPD) for a structure of composition C18H26NO2 at a distorted geometry.

Geometry (Å):
C 2.1991 1.8732 2.3552
O 1.0316 2.0742 1.5434
C 0.1323 1.0202 1.4032
C -1.2392 1.4706 1.8199
C -2.1897 0.4809 2.1062
C -3.4878 0.8420 2.4668
C -3.8256 2.1951 2.6072
C -2.8513 3.1803 2.4055
C -1.5600 2.8287 2.0101
H 2.6040 2.8756 2.5273
H 1.9531 1.3985 3.3204
H 2.9542 1.2589 1.8336
H 0.4138 0.1234 1.9992
H -1.8796 -0.5641 2.0321
H -4.2331 0.0636 2.6432
H -4.8432 2.4814 2.8767
H -3.0864 4.2355 2.5550
H -0.7830 3.5827 1.8779
C -1.5607 0.9644 -2.7725
C -1.5493 -0.4904 -3.2382
C -0.4389 -1.3690 -2.6399
C 0.2126 -0.8328 -1.3860
N 1.2795 -1.5894 -0.8877
C 1.5433 -2.8814 -1.5083
C 2.5099 -3.6917 -0.6569
O 3.6933 -2.9469 -0.3517
C 3.3953 -1.7669 0.3888
C 2.4036 -0.8531 -0.3291
C -0.2304 0.2796 -0.7429
C -1.3616 1.0827 -1.2527
H -0.7619 1.5170 -3.2817
H -2.5144 1.4270 -3.0490
H -2.5158 -0.9487 -2.9940
H -1.4604 -0.5124 -4.3310
H -0.8797 -2.3619 -2.4490
H 0.3358 -1.5060 -3.4166
H 0.6068 -3.4464 -1.5900
H 1.9764 -2.7599 -2.5215
H 1.9837 -4.0164 0.2631
H 2.8776 -4.5591 -1.2235
H 2.9924 -2.0222 1.3903
H 4.3639 -1.2540 0.4903
H 2.9602 -0.3014 -1.1175
H 2.0485 -0.1111 0.3922
H 0.3174 0.6165 0.1878
H -1.2300 2.1400 -0.9838
H -2.3061 0.7732 -0.7722

Summary:
Multiplicity: 1
HOMO energy in eV: -11.4
Total charge: +1
F_max in eV Å⁻¹: 5.54
Relative energy (zero: lowest compared OMol25 entry of this formula, charge and spin) in kcal/mol: 123.6
Frontier orbital gap in eV: 6.56
Calculated total energy in eV: -24662.586



# 2
Density functional theory data (ωB97M-V/def2-TZVPD) for a structure of composition C18H26O3 at a distorted geometry.

Geometry (Å):
C -1.2791 -0.0437 -5.1343
C -2.7606 0.6314 -5.1425
C -3.6447 -0.1575 -4.3236
C -3.8902 0.4496 -2.7792
H -4.4017 1.5639 -2.7921
C -2.6162 0.5195 -1.7834
C -2.1184 -0.9713 -1.2923
H -2.7193 -1.1348 -0.7103
H -1.8941 -1.3812 -2.2746
O -0.8440 -0.6765 -0.8393
C -0.4882 -0.9956 0.3632
O -1.4284 -1.2399 1.1765
C 0.5870 -0.6344 1.0299
C 1.0983 -1.0140 2.1092
C 2.3704 -0.6975 2.8162
C 2.5298 -1.2361 4.2180
C 3.5923 -1.0209 4.8742
C 4.8322 -0.6457 4.1245
C 4.7173 -0.2087 2.5543
C 3.5323 -0.5281 2.0620
H 3.4502 -0.0946 1.0682
H 5.7168 -0.1284 2.1638
O 6.1756 -0.4663 4.4947
C 6.3716 -0.8593 5.9404
H 5.8583 0.2104 6.4676
H 6.0466 -1.7045 6.1053
H 7.2322 -0.4727 6.2424
H 3.8976 -1.1814 5.6957
H 1.6774 -1.5473 4.7994
H 0.2044 -1.3691 2.8521
H 1.4823 -0.3844 0.0650
C -2.8726 1.5591 -0.6045
C -2.9978 2.9033 -1.0191
H -3.2391 3.5140 0.0532
H -3.8509 3.1202 -1.5746
H -1.9770 3.2398 -1.6053
H -2.0845 1.4746 0.0622
H -3.8310 0.8217 -0.2093
H -1.7518 1.0407 -2.4710
H -4.3993 -0.3118 -2.2455
H -3.3529 -1.3644 -4.0591
H -4.4508 -0.5186 -4.6004
H -2.5695 1.6058 -4.5941
H -3.1056 0.6074 -5.9268
H -0.4744 0.7055 -5.7008
H -0.9382 0.0228 -4.1693
H -1.3920 -1.0011 -5.4867

Summary:
Multiplicity: 1
HOMO energy in eV: -7.8
Total charge: 0
F_max in eV Å⁻¹: 18.70
Relative energy (zero: lowest compared OMol25 entry of this formula, charge and spin) in kcal/mol: 419.9
Frontier orbital gap in eV: 7.62
Calculated total energy in eV: -25212.182



# 3
Density functional theory data (ωB97M-V/def2-TZVPD) for a structure of composition C18H27BeN2S2Te at a distorted geometry.

Geometry (Å):
Be -0.2554 0.3371 0.7647
C 2.5157 0.2388 0.8905
C 1.2326 -0.0937 1.5128
C 0.5725 -1.2479 1.1252
C -0.6333 -1.7588 1.7226
C -1.2347 -3.0455 1.1092
C -1.1748 -0.9816 2.7431
C -0.7472 0.3286 3.0372
C -1.4571 1.2578 3.9432
C 0.4758 0.7400 2.4085
H 3.3600 -0.0089 1.5704
H 2.6665 1.3172 0.7489
H 2.6249 -0.3620 -0.0789
H 1.0916 -1.8193 0.3320
H -1.0531 -3.0034 0.0021
H -2.3063 -3.1595 1.4468
H -0.7091 -3.9274 1.4801
H -1.8601 -1.4680 3.4289
H -2.2191 1.8851 3.5156
H -0.8150 2.0287 4.4693
H -1.9739 0.7432 4.7872
H 0.9429 1.6503 2.7567
Te 1.0886 -3.0416 -2.1414
C 1.6136 -4.9713 -1.7196
C 2.6045 -5.2560 -0.6927
C 3.0804 -6.5475 -0.6733
C 2.3613 -7.3738 -1.5004
S 1.0787 -6.5683 -2.3217
H 3.0065 -4.4366 -0.1523
H 3.9293 -6.8363 -0.1508
H 2.6647 -8.3775 -1.7874
C -0.5856 1.4010 -3.9036
C 0.2630 1.6139 -2.6397
N -0.3818 2.6627 -1.7865
C -1.2008 2.4195 -0.7382
S -1.7660 0.7909 -0.4439
N -1.7321 3.4152 0.0084
C -1.2737 4.7933 -0.0024
C -2.0029 5.6354 -1.0242
H -0.4238 0.3918 -4.2531
H -0.4092 2.1225 -4.7062
H -1.6773 1.4100 -3.6632
H 1.2102 2.0028 -2.9568
H 0.3292 0.7211 -2.0624
H -0.0427 3.6055 -1.8952
H -2.5226 3.1633 0.5713
H -0.1768 4.7379 -0.2187
H -1.4109 5.2783 0.9417
H -2.0414 5.2029 -2.0324
H -1.5538 6.6327 -1.0095
H -3.0719 5.7579 -0.7617

Summary:
Multiplicity: 1
HOMO energy (alpha / beta) in eV: -7.7 / -7.8
Total charge: +1
F_max in eV Å⁻¹: 4.16
Frontier orbital gap (alpha / beta) in eV: 3.36 / 3.55
Calculated total energy in eV: -51441.095



# 4
Density functional theory data (ωB97M-V/def2-TZVPD) for a structure of composition C18H27BrHfNO4P2 at a distorted geometry.

Geometry (Å):
Hf 0.7790 -0.5841 0.4471
P -1.2339 -0.8422 2.3810
C -1.0798 -2.5289 1.8414
C -1.3424 -2.7702 0.3760
N -0.6735 -1.9105 -0.4390
C -0.7610 -2.0946 -1.7862
C -1.5589 -3.0984 -2.3187
C -2.2159 -3.9918 -1.4840
C -2.0749 -3.8297 -0.1321
C 0.0814 -1.1933 -2.6320
P 1.7577 -0.6522 -1.8559
H -2.4715 -4.5068 0.5967
H -1.6165 -3.2030 -3.4055
H -2.8292 -4.7703 -1.8713
H 0.3423 -1.6805 -3.6019
H -0.4861 -0.2801 -2.9454
H 0.0516 -2.7604 1.9612
H -1.5803 -3.2272 2.4901
H 4.6713 -1.7259 0.8466
O 1.4357 -1.9115 1.8170
H 1.8724 -2.2922 2.5241
H 2.2689 -1.0862 -0.2381
O 4.3201 -1.0800 0.3057
H 4.1222 -0.1774 0.7375
C 2.9064 -1.8266 -2.5223
H 2.6012 -2.0118 -3.5397
H 3.9111 -1.4322 -2.5067
H 2.8790 -2.7533 -1.9671
C 2.0247 0.8436 -2.8369
H 2.8545 1.4278 -2.4269
H 2.2712 0.5472 -3.8653
H 1.1379 1.4912 -2.8763
C -2.9491 -0.5078 2.0471
H -3.5269 -1.1265 2.7323
H -3.1508 0.5455 2.2039
H -3.2123 -0.7702 1.0281
C -1.0242 -0.8940 4.1683
H -0.8882 0.1272 4.5371
H -1.9284 -1.3249 4.6102
H -0.1554 -1.4777 4.4880
Br 2.4748 3.6488 -0.2738
C 0.7890 4.3572 0.1029
C 0.6406 5.6691 0.5900
C -0.6526 6.2066 0.8508
C -1.7817 5.4262 0.5751
C -1.6493 4.1373 0.1124
C -0.3889 3.5969 -0.0334
C -0.2587 2.1792 -0.4807
O -0.6867 1.7202 -1.5215
O 0.4364 1.4846 0.4641
H 1.5334 6.2716 0.8134
H -0.7280 7.2528 1.2404
H -2.7480 5.8522 0.7882
H -2.5094 3.5374 -0.1158

Summary:
Multiplicity: 1
HOMO energy (alpha / beta) in eV: -16.3 / -16.3
Total charge: +3
F_max in eV Å⁻¹: 10.70
Relative energy (zero: lowest compared OMol25 entry of this formula, charge and spin) in kcal/mol: 73.0
Frontier orbital gap (alpha / beta) in eV: 2.64 / 2.64
Calculated total energy in eV: -118682.199



Question: What is the calculated total energy in the first record?
Answer: -24662.586 eV



What did the second record say?
Density functional theory data (ωB97M-V/def2-TZVPD) for a structure of composition C18H26O3 at a distorted geometry.

Geometry (Å):
C -1.2791 -0.0437 -5.1343
C -2.7606 0.6314 -5.1425
C -3.6447 -0.1575 -4.3236
C -3.8902 0.4496 -2.7792
H -4.4017 1.5639 -2.7921
C -2.6162 0.5195 -1.7834
C -2.1184 -0.9713 -1.2923
H -2.7193 -1.1348 -0.7103
H -1.8941 -1.3812 -2.2746
O -0.8440 -0.6765 -0.8393
C -0.4882 -0.9956 0.3632
O -1.4284 -1.2399 1.1765
C 0.5870 -0.6344 1.0299
C 1.0983 -1.0140 2.1092
C 2.3704 -0.6975 2.8162
C 2.5298 -1.2361 4.2180
C 3.5923 -1.0209 4.8742
C 4.8322 -0.6457 4.1245
C 4.7173 -0.2087 2.5543
C 3.5323 -0.5281 2.0620
H 3.4502 -0.0946 1.0682
H 5.7168 -0.1284 2.1638
O 6.1756 -0.4663 4.4947
C 6.3716 -0.8593 5.9404
H 5.8583 0.2104 6.4676
H 6.0466 -1.7045 6.1053
H 7.2322 -0.4727 6.2424
H 3.8976 -1.1814 5.6957
H 1.6774 -1.5473 4.7994
H 0.2044 -1.3691 2.8521
H 1.4823 -0.3844 0.0650
C -2.8726 1.5591 -0.6045
C -2.9978 2.9033 -1.0191
H -3.2391 3.5140 0.0532
H -3.8509 3.1202 -1.5746
H -1.9770 3.2398 -1.6053
H -2.0845 1.4746 0.0622
H -3.8310 0.8217 -0.2093
H -1.7518 1.0407 -2.4710
H -4.3993 -0.3118 -2.2455
H -3.3529 -1.3644 -4.0591
H -4.4508 -0.5186 -4.6004
H -2.5695 1.6058 -4.5941
H -3.1056 0.6074 -5.9268
H -0.4744 0.7055 -5.7008
H -0.9382 0.0228 -4.1693
H -1.3920 -1.0011 -5.4867

Summary:
Multiplicity: 1
HOMO energy in eV: -7.8
Total charge: 0
F_max in eV Å⁻¹: 18.70
Relative energy (zero: lowest compared OMol25 entry of this formula, charge and spin) in kcal/mol: 419.9
Frontier orbital gap in eV: 7.62
Calculated total energy in eV: -25212.182